Entry 1:
{
  "formula": "C21H15Br2Cl2O4S",
  "method": "ωB97M-V/def2-TZVPD",
  "symbols": ["C", "O", "C", "C", "C", "C", "C", "C", "C", "C", "Br", "C", "O", "C", "Br", "C", "C", "Cl", "S", "O", "O", "C", "C", "C", "C", "Cl", "C", "C", "C", "C", "H", "H", "H", "H", "H", "H", "H", "H", "H", "H", "H", "H", "H", "H", "H"],
  "coordinates": [[-4.61, 0.48, 3.66], [-4.25, -0.60, 2.80], [-2.95, -0.83, 2.55], [-1.89, -0.34, 3.35], [-0.61, -0.31, 2.82], [-0.39, -0.87, 1.55], [0.84, -0.84, 0.70], [2.02, -0.28, 1.52], [3.18, -1.05, 1.67], [4.24, -0.62, 2.45], [5.70, -1.76, 2.70], [4.26, 0.71, 3.08], [5.24, 1.19, 3.69], [3.05, 1.48, 2.87], [2.93, 3.16, 3.68], [2.02, 1.00, 2.11], [0.71, -0.20, -0.78], [0.55, 1.54, -0.77], [-0.56, -0.75, -2.21], [-1.96, -0.45, -2.01], [-0.12, -2.15, -2.30], [-0.29, 0.12, -3.78], [-0.82, 1.38, -4.10], [-0.50, 1.98, -5.33], [0.31, 1.28, -6.23], [0.67, 1.97, -7.77], [0.80, 0.00, -5.92], [0.46, -0.58, -4.70], [-1.40, -1.52, 0.88], [-2.67, -1.57, 1.38], [-5.70, 0.56, 3.53], [-4.38, 0.20, 4.70], [-4.16, 1.44, 3.34], [-2.12, 0.11, 4.31], [0.16, 0.24, 3.36], [1.12, -1.91, 0.52], [3.17, -2.04, 1.20], [1.14, 1.61, 2.00], [1.67, -0.59, -1.20], [-1.49, 1.90, -3.41], [-0.90, 2.97, -5.59], [1.41, -0.56, -6.63], [0.75, -1.60, -4.46], [-1.16, -1.90, -0.11], [-3.48, -2.02, 0.85]],
  "lowdin_charge": [-0.081, -0.101, -0.289, -0.010, 0.000, -0.198, -0.255, -0.250, -0.126, -0.646, 0.711, -0.564, -0.128, -0.636, 0.720, -0.179, -0.610, 0.686, 0.705, -0.329, -0.362, -0.286, -0.051, -0.086, -0.668, 0.665, -0.089, -0.062, -0.056, 0.015, 0.085, 0.090, 0.104, 0.103, 0.112, 0.143, 0.101, 0.072, 0.104, 0.116, 0.110, 0.108, 0.111, 0.084, 0.116],
  "charge": -1,
  "homo_energy_ev": -3.7,
  "smiles": "COc1ccc([C@H](c2cc(Br)c([O-])c(Br)c2)[C@H](Cl)S(=O)(=O)c2ccc(Cl)cc2)cc1",
  "homo_lumo_gap_ev": 5.52
}

---

Entry 2:
{
  "formula": "C21H15Cl5O2Ru",
  "method": "ωB97M-V/def2-TZVPD",
  "symbols": ["Ru", "C", "C", "C", "C", "C", "C", "C", "H", "H", "H", "H", "H", "H", "H", "H", "Cl", "C", "C", "C", "Cl", "C", "Cl", "C", "Cl", "C", "Cl", "C", "C", "O", "C", "C", "C", "C", "C", "C", "O", "H", "H", "H", "H", "H", "H", "H"],
  "coordinates": [[-0.46, 0.59, -0.23], [0.12, 2.55, 2.98], [-0.39, 1.17, 2.69], [-1.51, 0.97, 1.84], [-2.01, -0.31, 1.58], [-1.37, -1.43, 2.14], [-0.28, -1.23, 2.96], [0.21, 0.05, 3.23], [0.46, 3.05, 2.07], [0.94, 2.53, 3.69], [-0.68, 3.17, 3.40], [-2.11, 1.83, 1.57], [-2.92, -0.42, 1.00], [-1.75, -2.42, 1.95], [0.21, -2.09, 3.41], [1.07, 0.17, 3.88], [-3.89, 2.35, -0.18], [-2.72, 2.57, -1.42], [-1.51, 1.88, -1.38], [-0.69, 2.02, -2.48], [0.72, 0.97, -2.39], [-0.92, 2.84, -3.57], [0.20, 2.93, -4.86], [-2.12, 3.56, -3.56], [-2.48, 4.60, -4.86], [-3.02, 3.41, -2.50], [-4.50, 4.27, -2.53], [3.49, -0.72, 0.88], [2.10, -0.78, 0.32], [1.43, 0.27, 0.49], [1.62, -1.93, -0.39], [2.54, -2.99, -0.62], [2.20, -4.13, -1.30], [0.89, -4.27, -1.77], [-0.04, -3.28, -1.56], [0.30, -2.09, -0.88], [-0.71, -1.25, -0.71], [3.57, 0.17, 1.50], [4.22, -0.66, 0.07], [3.73, -1.60, 1.48], [3.56, -2.89, -0.26], [2.93, -4.91, -1.46], [0.60, -5.16, -2.31], [-1.05, -3.37, -1.92]],
  "lowdin_charge": [1.265, -0.025, -0.286, -0.177, -0.118, -0.071, -0.043, -0.039, 0.087, 0.086, 0.096, 0.062, 0.113, 0.122, 0.120, 0.124, 0.748, -0.670, -0.301, -0.644, 0.816, -0.708, 0.745, -0.686, 0.750, -0.694, 0.730, 0.014, -0.340, -0.138, -0.100, -0.017, -0.057, -0.033, 0.006, -0.305, -0.210, 0.096, 0.110, 0.099, 0.111, 0.115, 0.121, 0.128],
  "charge": 1,
  "spin_multiplicity": 2,
  "homo_energy_ev": [-11.7, -11.8],
  "homo_lumo_gap_ev": [7.19, 7.32]
}

---

Entry 3:
{
  "formula": "C21H16BCl5N5O3S4Sr",
  "method": "ωB97M-V/def2-TZVPD",
  "symbols": ["Sr", "Cl", "C", "C", "Cl", "C", "Cl", "C", "O", "C", "Cl", "C", "Cl", "C", "N", "C", "C", "N", "B", "N", "C", "C", "N", "C", "C", "S", "C", "S", "H", "H", "H", "H", "H", "H", "H", "H", "H", "H", "H", "H", "O", "S", "O", "N", "C", "S", "C", "C", "C", "C", "C", "C", "H", "H", "H", "H"],
  "coordinates": [[0.13, 0.85, -0.76], [5.86, 5.16, -2.22], [4.42, 4.23, -2.18], [4.49, 2.84, -2.15], [6.03, 2.07, -2.09], [3.34, 2.08, -2.16], [3.38, 0.38, -2.05], [2.05, 2.67, -2.20], [0.99, 1.97, -2.24], [2.03, 4.08, -2.16], [0.47, 4.79, -2.04], [3.18, 4.85, -2.18], [3.08, 6.56, -2.19], [2.12, -3.96, -1.18], [1.06, -3.55, -0.30], [0.74, -4.07, 0.92], [-0.33, -3.37, 1.38], [-0.65, -2.42, 0.45], [-1.76, -1.36, 0.55], [-2.63, -1.56, -0.72], [-3.04, -2.81, -1.11], [-3.60, -2.72, -2.33], [-3.54, -1.40, -2.71], [-3.92, -0.86, -3.98], [-2.93, -0.70, -1.72], [-2.73, 0.97, -1.80], [0.21, -2.54, -0.57], [0.24, -1.72, -2.05], [2.70, -4.74, -0.70], [2.76, -3.11, -1.42], [1.70, -4.34, -2.12], [1.28, -4.88, 1.36], [-0.84, -3.43, 2.32], [-2.42, -1.53, 1.52], [-1.25, -0.25, 0.56], [-2.89, -3.65, -0.47], [-4.02, -3.47, -2.97], [-4.47, -1.61, -4.55], [-3.03, -0.57, -4.54], [-4.53, 0.03, -3.84], [0.44, -1.94, 3.60], [1.01, -0.64, 3.83], [1.84, -0.51, 5.00], [1.79, -0.09, 2.48], [1.33, 1.08, 2.15], [1.99, 2.04, 0.94], [0.17, 1.58, 2.93], [-0.48, 2.80, 2.79], [-1.56, 3.05, 3.61], [-1.98, 2.12, 4.55], [-1.31, 0.91, 4.70], [-0.23, 0.67, 3.88], [-0.14, 3.51, 2.05], [-2.09, 3.99, 3.52], [-2.83, 2.33, 5.17], [-1.61, 0.18, 5.44]],
  "lowdin_charge": [1.059, 0.643, -0.730, -0.710, 0.673, -0.651, 0.715, -0.586, -0.470, -0.630, 0.719, -0.715, 0.669, -0.057, -0.129, -0.043, -0.082, -0.001, -0.502, -0.020, -0.075, -0.059, -0.134, -0.060, -0.808, 0.569, -0.737, 0.617, 0.088, 0.081, 0.084, 0.114, 0.108, 0.089, -0.006, 0.123, 0.110, 0.086, 0.095, 0.071, -0.310, 0.647, -0.301, -0.072, -0.886, 0.657, -0.256, -0.029, -0.067, -0.073, -0.036, -0.197, 0.097, 0.103, 0.100, 0.116],
  "charge": -1,
  "homo_energy_ev": -5.3,
  "homo_lumo_gap_ev": 7.56
}

---

Entry 4:
{
  "formula": "C21H16BF2IrNPSSe2",
  "method": "ωB97M-V/def2-TZVPD",
  "symbols": ["Ir", "Se", "P", "Se", "C", "C", "C", "C", "C", "C", "C", "C", "C", "C", "C", "C", "H", "H", "H", "H", "H", "H", "H", "H", "H", "H", "S", "C", "C", "C", "C", "C", "C", "C", "C", "C", "N", "H", "H", "H", "H", "H", "H", "F", "B", "F"],
  "coordinates": [[0.09, 0.01, -0.11], [2.65, 0.06, 0.06], [2.15, 0.84, 2.03], [0.12, 0.07, 2.30], [2.15, 2.66, 1.89], [1.01, 3.39, 1.95], [0.97, 4.76, 1.35], [2.32, 5.37, 1.19], [3.45, 4.63, 1.25], [3.39, 3.25, 1.53], [3.34, 0.46, 3.31], [3.27, 1.16, 4.51], [4.18, 0.88, 5.52], [5.14, -0.10, 5.32], [5.21, -0.80, 4.13], [4.30, -0.53, 3.12], [0.08, 2.93, 2.26], [0.30, 5.42, 1.91], [2.37, 6.43, 0.96], [4.41, 5.09, 1.07], [4.29, 2.65, 1.49], [2.52, 1.93, 4.66], [4.13, 1.41, 6.46], [5.85, -0.32, 6.11], [5.96, -1.56, 3.98], [4.33, -1.08, 2.19], [-4.18, 1.49, 0.09], [-4.18, -0.20, 0.17], [-2.94, -0.79, 0.06], [-1.90, 0.13, -0.10], [-2.45, 1.46, -0.13], [-1.65, 2.57, -0.28], [-2.10, 3.93, -0.14], [-1.20, 4.91, -0.05], [0.26, 4.64, -0.14], [0.54, 3.26, -0.60], [-0.31, 2.29, -0.58], [-5.12, -0.72, 0.29], [-2.81, -1.86, 0.12], [-3.16, 4.13, -0.04], [-1.51, 5.94, 0.11], [0.77, 5.37, -0.77], [1.56, 2.99, -0.86], [-0.03, -2.60, -1.23], [0.09, -1.99, -0.04], [0.13, -2.80, 1.01]],
  "lowdin_charge": [0.729, 0.415, 0.278, 0.561, -0.430, -0.074, -0.199, -0.029, -0.062, -0.066, -0.404, -0.081, -0.060, -0.054, -0.056, -0.087, 0.084, 0.149, 0.121, 0.118, 0.112, 0.113, 0.113, 0.114, 0.114, 0.081, 1.096, -0.337, -0.148, -0.325, -0.484, -0.232, 0.001, 0.008, -0.175, -0.053, 0.037, 0.092, 0.118, 0.113, 0.135, 0.158, 0.133, 0.149, -0.929, 0.142],
  "charge": 1,
  "spin_multiplicity": 2,
  "homo_energy_ev": [-10.6, -11.2],
  "homo_lumo_gap_ev": [5.43, 5.97]
}

---

Entry 5:
{
  "formula": "C21H16Cl2CrN6O2",
  "method": "ωB97M-V/def2-TZVPD",
  "symbols": ["Cr", "Cl", "C", "C", "C", "N", "C", "O", "C", "C", "C", "C", "C", "N", "C", "C", "C", "Cl", "N", "C", "O", "C", "C", "C", "C", "C", "N", "H", "H", "H", "H", "H", "H", "H", "H", "H", "H", "C", "N", "C", "C", "N", "H", "H", "H", "H", "H", "H"],
  "coordinates": [[0.18, 0.43, -0.69], [-0.49, 3.79, 5.14], [-0.45, 3.40, 3.46], [0.15, 2.22, 3.06], [0.18, 1.89, 1.71], [0.77, 0.76, 1.12], [2.02, 0.34, 1.48], [2.53, 0.37, 2.58], [2.80, -0.05, 0.25], [4.11, -0.47, 0.29], [4.80, -0.64, -0.91], [4.14, -0.37, -2.10], [2.82, 0.04, -2.07], [2.16, 0.19, -0.92], [-0.35, 2.79, 0.77], [-0.96, 3.96, 1.17], [-1.02, 4.27, 2.52], [-1.80, 5.72, 3.02], [-0.09, 2.40, -0.56], [-0.99, 2.02, -1.46], [-0.60, 1.44, -2.51], [-2.33, 1.60, -0.94], [-3.64, 2.00, -1.12], [-4.62, 1.19, -0.56], [-4.27, 0.05, 0.14], [-2.93, -0.29, 0.26], [-1.98, 0.48, -0.28], [0.59, 1.56, 3.79], [4.58, -0.62, 1.25], [5.83, -0.96, -0.91], [4.65, -0.47, -3.05], [2.27, 0.27, -2.97], [-1.35, 4.66, 0.44], [-3.87, 2.89, -1.67], [-5.66, 1.46, -0.67], [-5.02, -0.59, 0.58], [-2.59, -1.16, 0.79], [1.30, -4.66, -1.19], [0.03, -3.95, -0.93], [-1.24, -4.67, -0.75], [0.06, -2.66, -0.86], [0.12, -1.51, -0.80], [1.09, -5.72, -1.30], [2.00, -4.51, -0.37], [1.75, -4.30, -2.12], [-1.03, -5.73, -0.70], [-1.91, -4.49, -1.59], [-1.72, -4.37, 0.17]],
  "lowdin_charge": [0.887, 0.707, -0.677, -0.020, -0.192, -0.003, -0.431, 0.119, -0.154, 0.034, -0.013, -0.022, -0.071, -0.001, -0.214, -0.031, -0.685, 0.700, 0.072, -0.503, 0.020, -0.164, 0.035, -0.014, -0.024, -0.071, 0.062, 0.116, 0.133, 0.122, 0.119, 0.132, 0.122, 0.131, 0.123, 0.117, 0.123, 0.003, -0.159, 0.000, -0.165, 0.153, 0.094, 0.100, 0.099, 0.094, 0.100, 0.097],
  "charge": 1,
  "spin_multiplicity": 4,
  "homo_energy_ev": [-10.4, -10.6],
  "homo_lumo_gap_ev": [7.45, 6.98]
}

---

no.,E (a.u.)
1,-7576.79498
2,-3355.29220
3,-5258.92816
4,-6735.78773
5,-3253.56353